{"formula": "C53H49BIN2O7", "method": "wB97M-V/def2-TZVPD", "charge": -1, "gap_ev": 3.05, "species": ["C", "N", "C", "B", "O", "C", "C", "C", "C", "I", "C", "C", "C", "C", "C", "N", "H", "H", "H", "H", "H", "H", "H", "H", "H", "H", "H", "H", "H", "H", "H", "H", "H", "H", "H", "H", "H", "H", "H", "H", "H", "C", "C", "C", "C", "C", "C", "C", "O", "C", "C", "C", "C", "C", "C", "C", "O", "H", "H", "H", "H", "H", "H", "H", "H", "C", "C", "C", "C", "C", "C", "C", "O", "C", "C", "C", "C", "C", "C", "C", "O", "H", "H", "H", "H", "H", "H", "H", "H", "C", "C", "C", "C", "C", "C", "C", "O", "C", "C", "C", "C", "C", "C", "C", "O", "H", "H", "H", "H", "H", "H", "H", "H"], "coordinates": [[-0.84481, -0.75504, -1.58527], [-1.62082, -0.52993, -2.79637], [-2.95767, -0.03827, -2.50833], [-0.87814, 0.25359, -3.82150], [0.08973, -0.55831, -4.46145], [-1.02945, 1.75301, -4.09675], [0.27833, 2.30701, -4.67729], [1.36519, 2.52345, -3.60000], [1.29561, 3.95927, -3.13495], [2.56585, 4.32065, -1.42912], [-2.20218, 2.09449, -5.04341], [-3.33314, 3.07286, -4.55178], [-3.08606, 3.69202, -3.17974], [-4.11213, 4.76395, -2.73191], [-5.53771, 4.66295, -3.29198], [-6.52356, 5.01894, -2.23577], [-0.18573, -1.61819, -1.72566], [-1.51486, -0.93289, -0.74013], [-0.21890, 0.12810, -1.35022], [-3.62543, -0.87706, -2.25715], [-2.98330, 0.65978, -1.65487], [-3.37527, 0.47241, -3.37638], [0.29255, -0.16316, -5.31914], [0.05662, 3.28352, -5.13801], [0.73389, 1.70510, -5.49721], [2.36367, 2.31201, -4.00038], [1.14795, 1.86299, -2.75665], [1.60286, 4.66594, -3.90286], [0.28774, 4.19360, -2.79382], [-2.71950, 1.17623, -5.35883], [-1.79930, 2.52584, -5.97298], [-4.25974, 2.49006, -4.51407], [-3.46854, 3.88450, -5.27906], [-2.98499, 2.92041, -2.41576], [-2.10398, 4.17277, -3.22160], [-3.71723, 5.76415, -2.93271], [-4.20794, 4.70818, -1.64149], [-5.73499, 3.65929, -3.67566], [-5.67642, 5.39931, -4.08674], [-7.44883, 5.00880, -2.66027], [-6.55418, 4.24017, -1.58017], [0.62913, 2.86647, 1.98237], [-0.22806, 2.44281, 2.99157], [-0.23624, 3.09209, 4.21543], [0.61797, 4.16557, 4.43861], [1.49092, 4.58176, 3.42772], [1.48670, 3.93200, 2.19971], [2.44326, 5.70416, 3.64813], [3.20312, 6.07578, 2.78022], [2.44226, 6.36155, 4.99128], [3.35255, 7.38149, 5.24170], [3.36271, 8.01212, 6.47395], [2.45923, 7.63129, 7.46102], [1.55325, 6.61345, 7.21783], [1.54548, 5.97072, 5.98512], [0.57669, 4.85723, 5.75490], [-0.21030, 4.53284, 6.62050], [0.62499, 2.37347, 1.01781], [-0.89472, 1.60732, 2.81913], [-0.90303, 2.77717, 5.00675], [2.14346, 4.25804, 1.40459], [4.04532, 7.66811, 4.46196], [4.07483, 8.80413, 6.66790], [2.46506, 8.12947, 8.42218], [0.84614, 6.30304, 7.97521], [-5.15035, -5.80806, -1.61720], [-4.98142, -4.43373, -1.75192], [-4.07283, -3.76271, -0.95137], [-3.33412, -4.46510, -0.00706], [-3.51157, -5.84251, 0.13805], [-4.41866, -6.51146, -0.67540], [-2.74882, -6.61519, 1.16169], [-2.89572, -7.81439, 1.28134], [-1.79827, -5.86444, 2.03196], [-1.09174, -6.55061, 3.01515], [-0.18361, -5.87387, 3.81319], [0.01742, -4.50865, 3.63815], [-0.69075, -3.82093, 2.66909], [-1.59938, -4.49363, 1.86491], [-2.34903, -3.72427, 0.83116], [-2.16381, -2.53716, 0.67854], [-5.85571, -6.33069, -2.25067], [-5.55719, -3.88577, -2.48644], [-3.92281, -2.69571, -1.05097], [-4.53962, -7.58008, -0.55969], [-1.25563, -7.61302, 3.13527], [0.37601, -6.41008, 4.56881], [0.73864, -3.98424, 4.25147], [-0.54066, -2.76051, 2.51640], [6.19096, -7.35341, 0.98853], [6.50509, -7.30706, -0.36590], [6.06919, -6.24886, -1.14490], [5.31098, -5.23312, -0.57501], [4.98475, -5.28678, 0.77964], [5.43148, -6.34699, 1.55977], [4.13697, -4.23089, 1.40765], [3.82706, -4.29715, 2.58007], [3.65477, -3.12293, 0.54290], [2.84508, -2.14109, 1.10081], [2.39236, -1.09182, 0.32035], [2.73186, -1.02596, -1.02544], [3.53071, -2.00467, -1.59265], [4.00195, -3.05290, -0.81030], [4.85779, -4.09702, -1.43618], [5.18528, -4.04046, -2.60238], [6.53679, -8.17945, 1.59691], [7.09076, -8.09998, -0.81345], [6.30605, -6.19686, -2.19903], [5.17380, -6.36999, 2.61007], [2.58156, -2.20933, 2.14779], [1.76277, -0.32561, 0.75428], [2.36356, -0.21023, -1.63489], [3.79221, -1.96525, -2.64116]], "lowdin_charge": [-0.1030, -0.1308, -0.1009, -0.6390, 0.0806, -0.1794, -0.2662, -0.3392, -0.6430, 0.7685, -0.2211, -0.2197, -0.2161, -0.1996, -0.2935, -0.0387, 0.0802, 0.0529, 0.0718, 0.0576, 0.0817, 0.0667, 0.0643, 0.0973, 0.0877, 0.0979, 0.0712, 0.0400, 0.0317, 0.0852, 0.0896, 0.0787, 0.1024, 0.0872, 0.0909, 0.0987, 0.0948, 0.0890, 0.1032, 0.0475, 0.0561, -0.0488, -0.0493, -0.0052, -0.0884, -0.0788, -0.0227, -0.2753, 0.1091, -0.0799, -0.0052, -0.0648, -0.0663, -0.0078, -0.0824, -0.2793, 0.0977, 0.0982, 0.1086, 0.1176, 0.0134, 0.1193, 0.1038, 0.1032, 0.1176, -0.0616, -0.0492, 0.0129, -0.0727, -0.0843, -0.0089, -0.2777, 0.0964, -0.0834, -0.0053, -0.0581, -0.0549, -0.0014, -0.0783, -0.2630, 0.1006, 0.1040, 0.1092, 0.1038, 0.1168, 0.1170, 0.1053, 0.1082, 0.1192, -0.0665, -0.0653, -0.0059, -0.0795, -0.0819, -0.0075, -0.2794, 0.0903, -0.0878, -0.0029, -0.0439, -0.0382, 0.0173, -0.0823, -0.2767, 0.1064, 0.1031, 0.1035, 0.1187, 0.1172, 0.1140, 0.1040, 0.1059, 0.1252]}

---

{"formula": "C53H50BBrF6LaN3O4P3", "method": "wB97M-V/def2-TZVPD", "charge": 0, "spin_multiplicity": 2, "gap_ev": [7.23, 6.80], "species": ["La", "O", "C", "O", "C", "C", "C", "C", "C", "C", "N", "C", "C", "C", "C", "C", "C", "N", "H", "H", "H", "H", "H", "H", "H", "H", "H", "H", "C", "C", "C", "C", "C", "C", "C", "P", "C", "C", "C", "C", "C", "C", "C", "C", "C", "C", "C", "C", "C", "C", "H", "H", "H", "H", "H", "H", "H", "H", "H", "H", "H", "H", "H", "H", "H", "H", "H", "H", "H", "H", "O", "H", "H", "Br", "F", "P", "F", "F", "F", "F", "F", "B", "C", "N", "H", "H", "H", "O", "P", "C", "C", "C", "C", "C", "C", "C", "C", "C", "C", "C", "C", "C", "C", "C", "C", "C", "C", "H", "H", "H", "H", "H", "H", "H", "H", "H", "H", "H", "H", "H", "H", "H"], "coordinates": [[-0.65545, -0.07190, -1.80483], [5.28345, -0.77550, 4.37477], [4.68065, 0.42790, 4.37777], [5.10375, 1.31540, 5.06787], [3.49045, 0.60520, 3.49417], [2.94785, -0.37990, 2.66657], [1.87155, -0.10050, 1.84777], [1.31415, 1.17930, 1.81707], [1.81715, 2.14870, 2.69657], [2.88375, 1.86240, 3.51677], [0.25315, 1.44850, 0.96367], [0.14625, 2.61810, 0.46977], [-1.02585, 3.09970, -0.25433], [-1.30455, 4.46550, -0.16673], [-2.39085, 4.97930, -0.84943], [-3.13785, 4.11200, -1.62873], [-2.80915, 2.76520, -1.63623], [-1.78955, 2.25120, -0.95643], [4.84325, -1.40270, 3.78747], [3.35095, -1.38500, 2.64157], [1.45625, -0.85800, 1.20487], [1.33905, 3.11480, 2.75987], [3.28045, 2.60520, 4.19287], [0.92905, 3.37380, 0.60807], [-0.67605, 5.10630, 0.43427], [-2.63025, 6.03080, -0.78963], [-3.95385, 4.46890, -2.23173], [-3.38245, 2.08610, -2.25233], [-5.85965, 1.13350, -0.40113], [-6.03885, 1.06160, 1.08147], [-7.30585, 1.24670, 1.61987], [-7.52525, 1.16780, 2.98187], [-6.45875, 0.92590, 3.82987], [-5.18915, 0.75690, 3.30957], [-4.96255, 0.80650, 1.93527], [-3.29225, 0.43970, 1.21697], [-2.29245, 0.96170, 2.68357], [-2.47975, 2.32340, 2.93867], [-1.77235, 2.98130, 3.92267], [-0.83475, 2.28600, 4.66837], [-0.61765, 0.94850, 4.39967], [-1.32015, 0.26940, 3.40787], [-0.98765, -1.16510, 3.15367], [-3.52975, -1.39340, 1.23177], [-3.90125, -2.11000, 2.35457], [-3.97135, -3.49530, 2.32567], [-3.64715, -4.18780, 1.15917], [-3.34295, -3.50230, 0.01227], [-3.35585, -2.07850, -0.01283], [-3.27505, -1.40680, -1.23133], [-6.66195, 1.70700, -0.85843], [-5.87135, 0.13230, -0.83193], [-4.90845, 1.60390, -0.64153], [-8.13095, 1.45790, 0.95507], [-8.51995, 1.30550, 3.37957], [-6.61335, 0.87190, 4.89847], [-4.36185, 0.59500, 3.98597], [-3.21585, 2.86920, 2.35867], [-1.94165, 4.03300, 4.09907], [-0.26275, 2.78850, 5.43487], [0.13125, 0.41220, 4.96577], [-0.03075, -1.40190, 3.61247], [-0.92705, -1.34590, 2.08417], [-1.74225, -1.82670, 3.57747], [-4.12685, -1.59060, 3.27487], [-4.24945, -4.03780, 3.21547], [-3.65945, -5.26770, 1.16067], [-3.11735, -4.02870, -0.90233], [-3.63095, -0.38920, -1.28583], [-3.32865, -1.98330, -2.14353], [-0.39255, -2.19430, 0.20047], [0.35515, -2.64090, -0.22483], [-1.10665, -2.84850, 0.19777], [-0.49535, -2.65530, -2.88873], [-0.32125, 0.14760, -4.41553], [-1.74625, 0.91530, -4.83383], [-1.28705, 2.10790, -3.78983], [-1.06385, 1.63130, -6.05793], [-2.18515, -0.35680, -5.67333], [-2.42395, 0.14020, -3.43733], [-3.15075, 1.64600, -5.02963], [2.59615, 3.21550, -3.42393], [1.59145, 2.35630, -2.65363], [0.83355, 1.68930, -2.07263], [3.61675, 2.58310, -3.50153], [2.72905, 4.25070, -2.82833], [2.11935, 3.41080, -4.50983], [1.60235, -0.85620, -1.25673], [2.93875, -1.38280, -1.67073], [4.24965, -0.18750, -1.32303], [5.56455, -0.44380, -1.69333], [6.55005, 0.47010, -1.37013], [6.22195, 1.64150, -0.70363], [4.90855, 1.90580, -0.35753], [3.92125, 0.98680, -0.66083], [3.03965, -1.81930, -3.42533], [2.47945, -0.92530, -4.32913], [2.46425, -1.23070, -5.67683], [3.03935, -2.40740, -6.12913], [3.64855, -3.27010, -5.23193], [3.64835, -2.98270, -3.87853], [3.30055, -2.87910, -0.69603], [2.58575, -4.03870, -0.97763], [2.79155, -5.17200, -0.21013], [3.68385, -5.14200, 0.85047], [4.37695, -3.97870, 1.14307], [4.18935, -2.84620, 0.36947], [5.80515, -1.35460, -2.22733], [7.57865, 0.28000, -1.63713], [6.99505, 2.35310, -0.45783], [4.65895, 2.82950, 0.14147], [2.88995, 1.16610, -0.40053], [2.06695, 0.00810, -3.97383], [1.99935, -0.55590, -6.37603], [3.01505, -2.64760, -7.18223], [4.11595, -4.17870, -5.58143], [4.11325, -3.66010, -3.17493], [1.87825, -4.05010, -1.79843], [2.26385, -6.08360, -0.44383], [3.83775, -6.02200, 1.45687], [5.07545, -3.95770, 1.96707], [4.72715, -1.93140, 0.58077]], "lowdin_spin": [0.0411, 0.0000, 0.0000, 0.0000, 0.0000, 0.0000, 0.0000, 0.0000, 0.0000, 0.0000, 0.0000, 0.0000, -0.0001, 0.0000, 0.0000, 0.0000, -0.0002, 0.0000, 0.0000, 0.0000, 0.0000, 0.0000, 0.0000, 0.0000, 0.0000, 0.0000, 0.0000, -0.0001, 0.0017, 0.0028, -0.0001, 0.0024, 0.0001, 0.0016, 0.0032, 0.0107, 0.0049, 0.0001, 0.0003, -0.0003, 0.0003, 0.0001, 0.0014, 0.1275, -0.0135, 0.1382, -0.0118, 0.1066, 0.0424, 0.4589, 0.0002, 0.0016, 0.0000, 0.0000, 0.0001, 0.0000, 0.0001, -0.0001, 0.0001, 0.0000, 0.0000, 0.0001, 0.0014, -0.0004, -0.0028, 0.0086, -0.0036, 0.0042, 0.0267, 0.0186, 0.0034, -0.0001, 0.0020, 0.0119, 0.0000, 0.0002, 0.0001, 0.0000, 0.0001, 0.0032, 0.0001, 0.0002, 0.0009, 0.0030, 0.0000, 0.0001, 0.0000, 0.0007, 0.0002, 0.0000, 0.0000, 0.0000, 0.0000, 0.0000, 0.0000, 0.0003, 0.0002, 0.0000, 0.0000, 0.0000, 0.0001, 0.0000, 0.0001, 0.0000, 0.0000, 0.0000, 0.0000, 0.0000, 0.0000, 0.0000, 0.0000, 0.0000, 0.0000, 0.0000, 0.0000, 0.0000, 0.0000, 0.0001, 0.0000, 0.0000, 0.0000, 0.0000]}

---

no.,largest force on an atom (eV Å⁻¹)
1,1.20
2,2.37